C14H22BNO2Tl | ωB97M-V with the def2-TZVPD basis set

XYZ file:
```
41
Properties=species:S:1:pos:R:3:forces:R:3
C 3.841255 3.016343 0.398982 0.049 -0.497 -0.326
C 4.078647 2.395972 -0.867890 -0.133 -0.333 0.909
C 3.899394 0.989108 -0.702824 0.059 0.247 -0.223
C 3.566729 0.731534 0.648758 -0.376 -0.095 0.206
C 3.532336 1.979478 1.344057 -0.321 0.192 -0.175
Tl 0.685382 2.672330 0.811022 0.905 -0.201 -0.522
C 0.564458 1.302658 -3.250115 -0.512 -0.706 -1.475
C -0.142635 1.986392 -2.262172 0.446 2.521 -2.029
C -0.296290 3.425400 -2.253232 -0.790 -1.132 -0.230
N -0.913329 1.299724 -1.322909 -1.052 -2.667 4.281
H 3.996593 0.229556 -1.504989 -0.116 0.632 0.668
H 4.413007 2.907926 -1.773375 -0.321 -0.226 0.297
H 3.340401 -0.258212 1.102410 0.243 0.833 -0.445
H 3.368507 2.127854 2.422972 0.172 -0.140 -0.539
H 3.991705 4.075441 0.633226 -0.099 -0.411 -0.093
H 1.302337 0.567889 -2.955325 -0.547 -0.747 -0.106
H -1.888733 1.592377 -1.382946 0.604 0.356 -0.224
H 0.281870 1.428236 -4.333334 1.108 0.547 1.186
H -0.529388 3.913235 -3.223977 1.220 -0.008 0.750
H -0.441149 3.993585 -1.330677 -1.104 -0.284 -0.250
C -2.373188 -2.819436 -0.669609 0.337 -0.104 -0.130
C -2.359804 -1.681649 0.374709 1.229 -0.058 -1.271
C -3.574539 -1.931786 1.230041 -1.245 0.002 0.747
O -2.354975 -0.420829 -0.387867 -0.863 -1.160 0.629
B -1.058148 0.055464 -0.495180 0.436 2.000 -0.562
O -0.212062 -0.536204 0.441328 -0.629 -0.413 -0.472
C -0.979366 -1.549241 1.165380 -0.195 0.262 0.219
C -1.229408 -1.060305 2.598156 0.265 0.051 -0.392
C -0.112662 -2.788481 1.244084 0.132 -0.638 -0.426
H -2.315370 -3.817534 -0.210580 0.035 0.320 0.089
H -1.536211 -2.736555 -1.372342 -0.194 0.094 0.055
H -3.317695 -2.791756 -1.229013 0.287 0.185 0.060
H -4.541243 -1.954895 0.670703 0.915 0.183 0.059
H -3.515762 -2.925378 1.719927 0.266 0.378 -0.388
H -3.706903 -1.237175 2.056932 0.026 0.265 -0.137
H -1.686495 -1.865441 3.171717 -0.105 0.074 0.096
H -0.282198 -0.807122 3.065993 0.162 0.029 -0.001
H -1.864580 -0.179707 2.616611 -0.099 0.103 0.015
H 0.108748 -3.212873 0.252141 -0.016 0.301 0.303
H 0.833892 -2.523768 1.724319 -0.105 -0.006 -0.109
H -0.573125 -3.592153 1.834888 -0.071 0.249 -0.044
```
Forces are in eV/Å.

Results
max |F|	5.152	eV Å⁻¹
LUMO level (spin up / spin down)	2.254 / 2.253	eV
gap between HOMO and LUMO (spin up / spin down)	3.6409 / 3.6409	eV
energy relative to the best compared isomer or geometry (same formula, charge and spin)	0.0	kJ/mol
total charge	-1
spin multiplicity	1
highest occupied orbital energy (spin up / spin down)	-0.0510 / -0.0510	Ha

=====

C14H22BrGaN2O2P | ωB97M-V with the def2-TZVPD basis set

XYZ file:
```
43
Properties=species:S:1:pos:R:3:forces:R:3
C -0.953413 -0.078381 -1.882118 0.090 0.028 -0.399
C -1.462756 0.720632 -3.090293 -0.239 0.401 0.468
C -2.528618 1.779941 -2.724902 0.197 0.045 -0.461
C -2.137330 3.244125 -3.002936 -0.669 0.099 0.300
O -1.648269 3.917968 -1.884306 0.617 -0.228 -0.122
Ga 0.144031 3.618604 -1.369014 -0.134 0.571 -0.048
P 0.114378 2.558885 0.786114 0.230 -0.506 -0.042
O -1.426084 1.835565 0.904910 -0.010 0.681 0.707
Br -0.066820 4.374594 2.174135 -0.261 -0.118 -0.016
H -1.395619 -1.071748 -1.871788 0.020 -0.227 0.104
H -1.209606 0.400716 -0.943990 -0.003 0.108 0.083
H 0.128662 -0.168720 -1.931694 0.134 -0.203 0.098
H -1.855551 0.042801 -3.843828 -0.088 -0.146 -0.126
H -0.638639 1.245965 -3.561645 0.241 0.025 -0.028
H -2.767748 1.751380 -1.665736 -0.079 -0.142 0.195
H -3.450188 1.576493 -3.272462 -0.139 -0.084 -0.046
H -1.467448 3.305190 -3.871563 0.168 -0.094 -0.066
H -3.066949 3.750142 -3.300376 -0.006 0.160 -0.105
H 0.941341 2.630849 -2.329957 -0.121 -0.146 -0.095
H 0.897776 5.017287 -1.191736 -0.059 -0.016 0.039
H -1.985187 2.395719 1.470825 0.057 -0.196 -0.490
N 2.444727 -2.093595 -2.509752 0.033 -0.084 0.007
C 3.108868 -2.119441 -1.357744 0.016 0.116 -0.035
C 3.011674 -3.153215 -0.438040 -0.012 -0.040 -0.001
C 2.177271 -4.218752 -0.731566 -0.009 -0.014 0.029
C 1.474111 -4.204591 -1.925165 0.013 -0.001 0.033
C 1.644034 -3.121970 -2.774290 -0.038 0.087 -0.088
H 3.742479 -1.261283 -1.163584 0.008 -0.015 0.050
H 3.572189 -3.118146 0.485937 -0.001 0.029 0.007
H 2.069862 -5.042886 -0.037519 0.000 0.000 0.004
H 0.802573 -5.009961 -2.190217 -0.007 0.005 -0.020
H 1.106797 -3.063825 -3.714903 -0.027 -0.054 0.009
N 1.102237 0.541279 4.341911 -0.068 -0.070 0.068
C -0.161450 0.557541 3.921327 -0.006 0.145 -0.062
C -1.100779 -0.395706 4.292644 0.006 -0.063 0.026
C -0.709608 -1.420102 5.137207 -0.051 -0.021 -0.005
C 0.602994 -1.451749 5.579761 0.001 -0.018 0.011
C 1.461376 -0.449923 5.153632 0.068 0.070 -0.029
H -0.439543 1.365927 3.252672 0.108 -0.069 0.045
H -2.113342 -0.335056 3.917894 0.006 0.025 -0.032
H -1.414409 -2.183240 5.444355 -0.001 0.000 0.000
H 0.954706 -2.234053 6.239535 0.021 0.007 0.002
H 2.497266 -0.435260 5.478262 -0.006 -0.047 0.028
```
Forces are in eV/Å.

Results
max |F|	0.982	eV Å⁻¹
LUMO level	2.573	eV
gap between HOMO and LUMO	6.3715	eV
total charge	-1
spin multiplicity	1
highest occupied orbital energy	-0.1396	Ha

=====

C14H22Cl27N3P | ωB97M-V with the def2-TZVPD basis set

XYZ file:
```
67
Properties=species:S:1:pos:R:3:forces:R:3
C -3.510290 -3.510387 2.090044 -0.079 0.503 1.080
P -4.120271 -2.278361 0.709993 -0.037 -1.031 0.379
C -5.906928 -1.830777 1.279582 -0.474 0.834 1.327
C -2.923908 -0.796596 0.859950 1.963 2.299 1.127
C -3.326899 0.629371 0.089441 -0.896 0.899 1.028
N -2.095309 0.994114 -0.766129 0.427 -0.034 1.684
C -1.002812 0.252148 -0.011484 -1.899 -1.526 -1.579
N 0.199517 0.667771 0.506930 -2.628 -1.503 -1.187
N -1.634892 -1.151958 0.090293 1.453 1.261 0.065
H -2.577765 -4.126727 1.735918 -2.051 1.145 0.606
H -4.454360 -4.162997 2.346680 2.053 1.000 -0.665
H -3.223672 -2.943764 3.091177 -0.540 -1.120 -2.048
H -5.930081 -0.852075 1.939792 -0.013 -1.881 -1.259
H -6.618832 -1.705799 0.358503 1.549 -0.284 1.831
H -6.290068 -2.726039 1.961256 0.854 2.112 -1.522
H -2.463961 -0.572677 1.932270 -1.512 -0.388 -1.861
H -4.362098 0.511384 -0.488168 2.665 0.417 0.864
H -3.379372 1.589891 0.791386 -0.361 -2.488 -1.126
H -2.275408 0.648238 -1.756017 1.215 0.322 1.525
H 0.980361 -0.042538 0.553531 -1.514 0.754 0.571
H 0.381848 1.606125 0.930838 -0.339 -0.758 -1.330
H -1.974617 -1.335903 -0.884045 0.561 -0.048 0.928
C -7.614525 1.111288 -0.125629 -0.337 0.164 0.259
Cl -8.328714 2.729209 -0.233625 0.208 -0.307 0.039
Cl -8.881914 -0.121945 -0.013995 0.226 0.186 -0.018
Cl -6.564933 0.800293 -1.518964 -0.112 -0.028 -0.059
H -7.006313 1.063136 0.781239 -0.198 0.002 -0.306
C -8.036857 -5.341365 0.073531 -0.206 -0.269 0.006
Cl -7.856125 -6.919584 0.858362 -0.020 0.273 -0.167
Cl -9.270535 -4.373776 0.899005 0.166 -0.061 -0.130
Cl -6.488362 -4.480548 0.043454 -0.173 -0.567 -0.416
H -8.360237 -5.504565 -0.957702 0.137 0.081 0.351
C 0.476424 -5.400031 3.281896 0.056 -0.299 0.152
Cl 0.761285 -6.928547 2.432253 -0.015 0.294 0.146
Cl 0.473600 -4.044913 2.140298 0.003 0.030 0.008
Cl -1.050943 -5.461661 4.178053 0.477 0.070 -0.177
H 1.289065 -5.246602 3.996544 -0.277 -0.028 -0.265
C -0.047314 3.407434 -2.413302 -0.112 0.194 -0.012
Cl -0.791002 3.298819 -4.017837 0.063 -0.090 0.236
Cl 1.669050 2.974534 -2.492607 -0.095 -0.075 0.064
Cl -0.247916 5.035604 -1.743551 0.017 -0.332 -0.052
H -0.551116 2.698331 -1.751482 0.098 0.300 -0.254
C 2.429472 3.577068 -6.404228 -0.133 0.059 -0.031
Cl 1.685784 3.468452 -8.008763 0.089 -0.028 0.276
Cl 4.145837 3.144167 -6.483533 -0.164 -0.039 0.044
Cl 2.228870 5.205238 -5.734477 0.007 -0.239 -0.027
H 1.925670 2.867965 -5.742409 0.185 0.243 -0.210
C -3.735117 -5.798221 7.489393 -0.048 -0.069 0.237
Cl -3.633528 -5.883756 5.722541 -0.232 -0.046 0.216
Cl -4.126470 -4.150668 8.010937 0.102 -0.189 -0.068
Cl -4.938906 -6.946368 8.099638 0.247 0.181 -0.113
H -2.760485 -6.068300 7.903879 -0.333 0.097 -0.168
C 8.072619 4.231604 -6.267011 -0.106 0.056 -0.212
Cl 8.920241 4.167193 -4.712409 -0.052 -0.077 -0.092
Cl 7.802229 5.912230 -6.758928 -0.018 -0.270 0.101
Cl 8.985400 3.358803 -7.509909 -0.174 0.096 0.225
H 7.100258 3.746477 -6.149472 0.353 0.184 -0.013
C 9.330006 5.287244 -1.076665 0.124 0.236 -0.099
Cl 9.510739 3.709025 -0.291834 -0.091 0.041 -0.128
Cl 8.096329 6.254833 -0.251189 0.115 -0.147 -0.137
Cl 10.878502 6.148060 -1.106741 -0.275 -0.177 -0.032
H 9.006626 5.124044 -2.107897 0.086 0.049 0.385
C 12.305047 2.884446 2.058205 -0.005 0.020 -0.050
Cl 12.964202 1.276885 2.405567 -0.113 0.153 -0.061
Cl 11.901402 3.729570 3.562343 -0.013 -0.096 -0.202
Cl 13.453856 3.834159 1.100069 -0.218 -0.132 0.092
H 11.388615 2.762298 1.475211 0.365 0.072 0.224
```
Forces are in eV/Å.

Results
max |F|	3.252	eV Å⁻¹
LUMO level	-5.621	eV
gap between HOMO and LUMO	6.0457	eV
total charge	+1
spin multiplicity	1
highest occupied orbital energy	-0.4287	Ha